1.
{"formula": "C40H24B2Cl104FO", "method": "the ωB97M-V functional and the def2-TZVPD basis", "homo_energy_ha": -0.1624, "charge": -1, "spin_multiplicity": 1, "symbols": ["C", "C", "C", "B", "C", "C", "C", "C", "C", "C", "C", "C", "B", "C", "O", "C", "C", "F", "H", "H", "H", "H", "H", "H", "H", "H", "H", "H", "H", "H", "H", "H", "H", "H", "H", "H", "H", "H", "H", "H", "H", "H", "C", "Cl", "Cl", "Cl", "Cl", "C", "Cl", "Cl", "Cl", "Cl", "C", "Cl", "Cl", "Cl", "Cl", "C", "Cl", "Cl", "Cl", "Cl", "C", "Cl", "Cl", "Cl", "Cl", "C", "Cl", "Cl", "Cl", "Cl", "C", "Cl", "Cl", "Cl", "Cl", "C", "Cl", "Cl", "Cl", "Cl", "C", "Cl", "Cl", "Cl", "Cl", "C", "Cl", "Cl", "Cl", "Cl", "C", "Cl", "Cl", "Cl", "Cl", "C", "Cl", "Cl", "Cl", "Cl", "C", "Cl", "Cl", "Cl", "Cl", "C", "Cl", "Cl", "Cl", "Cl", "C", "Cl", "Cl", "Cl", "Cl", "C", "Cl", "Cl", "Cl", "Cl", "C", "Cl", "Cl", "Cl", "Cl", "C", "Cl", "Cl", "Cl", "Cl", "C", "Cl", "Cl", "Cl", "Cl", "C", "Cl", "Cl", "Cl", "Cl", "C", "Cl", "Cl", "Cl", "Cl", "C", "Cl", "Cl", "Cl", "Cl", "C", "Cl", "Cl", "Cl", "Cl", "C", "Cl", "Cl", "Cl", "Cl", "C", "Cl", "Cl", "Cl", "Cl", "C", "Cl", "Cl", "Cl", "Cl"], "coordinates": [[0.344, -2.674, -1.709], [1.028, -1.835, -2.800], [2.297, -1.124, -2.318], [2.136, 0.464, -1.753], [0.596, 1.022, -1.630], [-0.210, 0.397, -0.480], [-1.660, 0.100, -0.721], [-2.477, 0.851, -1.568], [-3.831, 0.520, -1.733], [-4.395, -0.563, -1.052], [-3.594, -1.309, -0.184], [-2.241, -0.977, -0.029], [3.009, 0.581, -0.285], [4.471, 1.208, -0.144], [2.502, 0.078, 0.961], [2.901, 1.403, -2.870], [2.271, 1.362, -4.275], [2.923, 2.785, -2.484], [0.818, -2.522, -0.744], [-0.717, -2.461, -1.627], [0.425, -3.737, -1.921], [0.327, -1.169, -3.296], [1.331, -2.558, -3.562], [2.994, -1.092, -3.158], [2.788, -1.756, -1.569], [0.673, 2.085, -1.439], [0.026, 0.948, -2.559], [0.274, -0.486, -0.083], [-0.221, 1.109, 0.350], [-2.062, 1.702, -2.084], [-4.463, 1.096, -2.392], [-5.432, -0.831, -1.173], [-3.988, -2.148, 0.373], [-1.585, -1.539, 0.616], [5.108, 0.798, -0.927], [4.926, 0.923, 0.807], [4.436, 2.292, -0.233], [2.455, -0.876, 0.861], [3.941, 1.096, -2.993], [1.845, 2.342, -4.480], [3.029, 1.199, -5.040], [1.475, 0.628, -4.342], [-2.510, -0.532, 4.524], [-2.948, 1.166, 4.701], [-2.808, -1.034, 2.858], [-0.789, -0.733, 4.884], [-3.461, -1.516, 5.650], [4.667, -2.569, 2.650], [3.990, -3.035, 1.085], [6.293, -1.919, 2.408], [3.641, -1.352, 3.386], [4.742, -4.006, 3.692], [-1.560, 2.263, -6.294], [-0.717, 1.266, -7.487], [-1.509, 1.459, -4.734], [-0.773, 3.840, -6.174], [-3.244, 2.489, -6.797], [8.234, -6.258, 1.733], [7.657, -4.593, 1.787], [6.853, -7.358, 1.726], [9.196, -6.513, 0.271], [9.236, -6.580, 3.156], [2.820, -7.678, 0.482], [3.362, -6.297, 1.424], [1.132, -8.034, 0.866], [2.970, -7.314, -1.241], [3.813, -9.095, 0.853], [-0.768, 4.304, 6.327], [-0.296, 2.664, 5.912], [0.229, 5.450, 5.431], [-2.469, 4.560, 5.922], [-0.551, 4.553, 8.077], [-2.789, 4.527, 12.195], [-3.503, 6.137, 12.336], [-4.063, 3.308, 12.289], [-1.957, 4.387, 10.644], [-1.638, 4.278, 13.513], [0.813, 9.299, 7.613], [-0.402, 10.574, 7.456], [1.830, 9.277, 6.170], [1.816, 9.619, 9.034], [0.017, 7.738, 7.790], [-6.520, 5.155, -8.138], [-7.102, 5.982, -6.679], [-6.177, 3.473, -7.749], [-7.778, 5.214, -9.374], [-5.055, 5.939, -8.727], [6.109, -0.621, 6.661], [5.486, 0.463, 5.418], [7.367, -1.668, 6.002], [6.778, 0.318, 8.001], [4.753, -1.596, 7.243], [-5.049, 10.377, -7.651], [-6.137, 11.302, -8.692], [-3.660, 9.831, -8.596], [-4.492, 11.405, -6.327], [-5.900, 8.977, -7.001], [-6.643, 14.774, -11.160], [-7.533, 16.295, -11.042], [-7.786, 13.426, -11.189], [-5.689, 14.766, -12.646], [-5.573, 14.604, -9.770], [-1.332, -6.205, -3.783], [-1.712, -4.502, -3.589], [-0.490, -6.448, -5.321], [-0.287, -6.737, -2.461], [-2.821, -7.161, -3.774], [-9.529, 1.364, -6.112], [-8.673, 0.384, -7.309], [-9.497, 0.546, -4.550], [-8.743, 2.934, -5.981], [-11.207, 1.584, -6.631], [4.490, -12.372, -1.880], [3.946, -10.685, -1.918], [3.087, -13.421, -1.662], [5.347, -12.830, -3.350], [5.590, -12.561, -0.506], [5.649, 4.796, 1.580], [4.043, 5.213, 0.981], [6.442, 6.273, 2.160], [5.508, 3.641, 2.910], [6.601, 4.088, 0.281], [6.195, 10.675, 0.878], [4.948, 11.882, 0.537], [7.426, 10.733, -0.388], [6.945, 11.036, 2.439], [5.478, 9.069, 0.930], [2.927, -10.813, -6.646], [2.709, -12.538, -6.976], [3.194, -10.582, -4.919], [4.328, -10.219, -7.544], [1.485, -9.930, -7.154], [1.719, -4.495, 8.318], [2.185, -3.198, 9.420], [-0.046, -4.600, 8.262], [2.341, -4.150, 6.706], [2.391, -6.025, 8.898], [-1.976, -5.630, 2.471], [-2.418, -3.969, 2.878], [-1.337, -5.669, 0.826], [-0.743, -6.214, 3.598], [-3.404, -6.671, 2.574], [2.972, -3.374, 13.203], [1.564, -4.341, 12.768], [3.226, -3.449, 14.950], [4.399, -4.001, 12.373], [2.702, -1.696, 12.719], [-10.874, 4.588, -11.882], [-10.042, 3.594, -13.080], [-10.736, 3.833, -10.294], [-10.139, 6.194, -11.839], [-12.579, 4.736, -12.321], [0.489, 5.844, -1.454], [-0.685, 7.130, -1.811], [1.708, 5.786, -2.719], [1.271, 6.179, 0.100], [-0.322, 4.293, -1.339], [0.465, -9.404, 6.732], [0.423, -7.647, 6.822], [1.434, -9.901, 5.344], [1.185, -10.047, 8.215], [-1.178, -10.030, 6.559], [-0.165, -2.621, -9.503], [-1.809, -2.207, -10.005], [0.688, -1.153, -9.031], [-0.233, -3.736, -8.139], [0.684, -3.388, -10.852], [-2.727, -4.852, 12.255], [-3.508, -3.343, 11.781], [-1.464, -5.248, 11.088], [-2.014, -4.668, 13.861], [-3.926, -6.150, 12.290]], "mulliken_charge": [-0.29, -0.46, -0.64, 0.56, 1.50, 0.35, 0.87, -0.11, -1.12, -0.80, -0.59, -1.01, 0.64, -0.82, -0.35, 0.12, -1.25, -0.34, 0.15, 0.03, -0.10, 0.02, 0.72, 0.32, 0.15, -1.13, -1.01, -0.58, 0.62, 0.49, 0.46, 0.43, 0.53, 0.90, 0.38, 0.15, -0.04, -0.14, 0.32, 0.23, 0.25, 0.02, 0.12, -0.06, -0.08, 0.02, -0.11, 0.18, -0.08, -0.14, 0.06, -0.01, 0.08, -0.04, 0.03, -0.11, -0.03, 0.20, 0.01, -0.03, -0.11, -0.12, 0.13, 0.18, -0.06, -0.13, -0.09, 0.26, 0.01, -0.04, -0.13, -0.08, 0.30, -0.10, -0.10, 0.00, -0.10, 0.28, -0.11, -0.08, -0.11, 0.01, 0.25, -0.11, 0.03, 0.01, -0.08, 0.15, 0.02, -0.07, -0.13, 0.00, 0.27, -0.04, -0.10, -0.11, -0.02, 0.36, -0.10, -0.10, -0.10, -0.08, 0.14, -0.02, -0.09, 0.01, -0.11, 0.30, -0.10, -0.10, -0.03, -0.10, 0.31, 0.03, -0.10, -0.09, -0.12, 0.18, 0.04, -0.13, -0.01, -0.09, 0.30, -0.11, -0.10, -0.11, 0.02, 0.27, -0.12, 0.03, -0.11, -0.09, 0.05, -0.01, -0.09, 0.15, -0.11, -0.04, 0.07, 0.08, 0.02, -0.12, 0.26, 0.01, -0.12, -0.08, -0.09, 0.33, -0.10, -0.05, -0.09, -0.11, 0.23, -0.13, -0.10, -0.11, 0.01, 0.24, 0.09, -0.07, -0.12, -0.11, 0.31, -0.11, -0.07, -0.03, -0.12, 0.29, -0.09, 0.00, -0.11, -0.11]}

---

2.
{"formula": "C40H27AuF15GeN4S3", "method": "the ωB97M-V functional and the def2-TZVPD basis", "homo_energy_ha": [-0.2509, -0.2503], "charge": 0, "s2": 0.78, "spin_multiplicity": 2, "e_above_lowest_kcal_mol": 0.0, "symbols": ["Au", "C", "N", "C", "C", "N", "C", "S", "C", "C", "C", "C", "C", "N", "H", "H", "H", "H", "H", "H", "H", "H", "H", "C", "C", "C", "C", "C", "C", "C", "C", "N", "C", "C", "C", "C", "H", "H", "H", "H", "H", "H", "H", "H", "H", "H", "H", "H", "H", "H", "H", "H", "H", "H", "S", "C", "F", "C", "C", "C", "F", "C", "F", "C", "F", "C", "F", "Ge", "S", "C", "C", "F", "C", "F", "C", "F", "C", "F", "C", "F", "C", "C", "F", "C", "F", "C", "F", "C", "F", "C", "F"], "coordinates": [[-1.050, -1.093, -1.146], [-2.401, 4.075, -0.552], [-2.244, 3.210, 0.601], [-2.891, 3.348, 1.817], [-2.478, 2.347, 2.606], [-1.584, 1.577, 1.867], [-1.434, 2.114, 0.609], [-0.471, 1.620, -0.670], [-0.926, 0.433, 2.409], [-0.411, 0.505, 3.696], [0.196, -0.625, 4.214], [0.277, -1.764, 3.430], [-0.268, -1.723, 2.158], [-0.874, -0.645, 1.657], [-2.853, 5.010, -0.228], [-3.030, 3.600, -1.305], [-1.426, 4.266, -0.994], [-3.580, 4.151, 2.009], [-2.747, 2.088, 3.614], [-0.454, 1.428, 4.256], [0.620, -0.606, 5.210], [0.759, -2.663, 3.788], [-0.210, -2.579, 1.493], [-2.090, -5.838, 0.497], [-3.057, -4.698, 0.314], [-4.311, -4.706, 0.922], [-5.202, -3.645, 0.773], [-6.537, -3.662, 1.472], [-4.843, -2.565, -0.013], [-3.586, -2.515, -0.653], [-2.707, -3.608, -0.463], [-3.117, -1.445, -1.364], [-3.963, -0.496, -2.117], [-4.222, 0.718, -1.214], [-3.131, -0.052, -3.328], [-5.284, -1.063, -2.653], [-2.574, -6.698, 0.958], [-1.254, -5.536, 1.131], [-1.669, -6.146, -0.460], [-4.599, -5.556, 1.534], [-6.654, -4.558, 2.080], [-7.355, -3.636, 0.749], [-6.648, -2.794, 2.125], [-5.513, -1.721, -0.056], [-1.751, -3.597, -0.978], [-3.275, 1.180, -0.932], [-4.757, 0.422, -0.308], [-4.831, 1.449, -1.754], [-2.185, 0.390, -3.013], [-3.689, 0.695, -3.899], [-2.921, -0.903, -3.977], [-6.080, -1.104, -1.917], [-5.149, -2.057, -3.085], [-5.629, -0.397, -3.446], [1.417, -3.138, -0.830], [0.933, -1.640, -1.220], [2.125, 1.183, 1.651], [2.300, 2.370, 1.044], [2.982, 2.419, -0.155], [3.223, 3.680, -0.675], [3.965, 3.837, -1.776], [2.735, 4.832, -0.087], [2.968, 6.027, -0.630], [2.024, 4.740, 1.095], [1.554, 5.835, 1.682], [1.826, 3.502, 1.676], [1.167, 3.420, 2.832], [3.623, 0.717, -0.912], [2.191, -0.589, -2.073], [4.830, 0.979, -2.422], [6.054, 0.342, -2.531], [6.505, -0.427, -1.530], [6.856, 0.468, -3.650], [8.036, -0.148, -3.716], [6.420, 1.239, -4.711], [7.180, 1.372, -5.792], [5.194, 1.876, -4.645], [4.777, 2.620, -5.669], [4.416, 1.729, -3.513], [3.235, 2.357, -3.484], [4.586, 0.049, 0.658], [5.790, 0.652, 0.976], [6.297, 1.577, 0.141], [6.514, 0.331, 2.104], [7.685, 0.913, 2.360], [5.996, -0.605, 2.986], [6.666, -0.925, 4.085], [4.772, -1.194, 2.723], [4.259, -2.070, 3.588], [4.083, -0.858, 1.570], [2.880, -1.403, 1.385]], "mulliken_charge": [0.81, -0.75, 0.52, -1.08, -0.31, 0.78, -0.57, -0.15, 0.13, -0.79, -0.74, -1.04, -0.24, 0.28, 0.38, 0.19, 0.29, 0.54, 0.57, 0.50, 0.43, 0.46, 0.46, -1.43, 0.05, -0.71, 0.22, -1.58, 0.30, 0.33, -0.71, -0.27, 1.48, -0.69, -1.90, -1.78, 0.38, 0.25, 0.35, 0.29, 0.38, 0.32, 0.35, 0.54, 0.82, -0.40, 0.22, 0.62, 0.36, 0.46, 0.40, 0.39, 0.35, 0.52, -0.19, -0.08, -0.37, -0.18, 0.26, 0.64, -0.31, 0.11, -0.32, 0.81, -0.34, -0.09, -0.38, 0.93, -0.53, -0.07, 0.26, -0.31, 0.03, -0.30, 0.63, -0.30, -0.06, -0.29, 0.27, -0.33, 0.24, 0.61, -0.38, 0.11, -0.30, 0.61, -0.30, -0.26, -0.32, -0.02, -0.04]}

---

Among the records above, which one has the lowest charge?
C40H24B2Cl104FO

---

Among the records above, which one has the lowest charge?
C40H24B2Cl104FO

---

Which of these has the highest charge?
C40H27AuF15GeN4S3

---

The highest charge belongs to which entry?
C40H27AuF15GeN4S3